Entry 1:
ORCA calculation (wB97M-V/def2-TZVPD) on a molecular structure, C42H50N11NaO8PS in a non-equilibrium geometry.

```
! RIJCOSX wB97M-V def2-TZVPD def2/J DEFGRID3
* xyz -1 1
Na -0.551 -0.757 -0.202
O -2.709 -3.256 1.077
C -2.461 -2.625 0.037
O -1.411 -2.666 -0.660
C -3.579 -1.656 -0.438
C -3.251 -0.919 -1.739
C -4.502 -0.259 -2.330
C -4.696 0.943 -1.372
C -3.525 0.746 -0.407
O -2.502 0.218 -1.263
C -3.828 -0.456 0.531
C -2.891 -0.353 1.708
O -3.504 -0.051 2.843
O -1.684 -0.441 1.613
H -4.490 -2.252 -0.523
H -2.636 -1.496 -2.423
H -4.311 0.077 -3.350
H -5.354 -0.941 -2.349
H -4.592 1.894 -1.891
H -5.657 0.936 -0.856
H -3.144 1.642 0.080
H -4.850 -0.422 0.902
C 5.156 -2.571 -1.453
N 3.741 -2.550 -1.146
C 3.037 -3.559 -0.534
C 1.732 -3.154 -0.510
N 1.629 -1.917 -1.079
C 2.837 -1.583 -1.473
P 3.207 -0.204 -2.599
C 3.200 1.236 -1.499
N 2.466 1.407 -0.420
C 2.644 2.709 -0.053
C 3.507 3.327 -0.914
N 3.858 2.384 -1.839
C 4.753 2.595 -2.959
C 1.537 0.060 -3.275
N 0.863 1.176 -3.121
C -0.317 0.992 -3.789
C -0.334 -0.240 -4.374
N 0.866 -0.831 -4.063
C 1.252 -2.184 -4.406
H 5.663 -3.212 -0.735
H 5.337 -2.942 -2.462
H 5.570 -1.568 -1.368
H 3.527 -4.440 -0.158
H 0.858 -3.650 -0.119
H 2.098 3.143 0.768
H 3.864 4.340 -0.975
H 4.898 3.665 -3.085
H 5.721 2.122 -2.787
H 4.321 2.193 -3.873
H -1.085 1.747 -3.787
H -1.079 -0.756 -4.956
H 0.669 -2.503 -5.268
H 2.310 -2.213 -4.675
H 1.067 -2.862 -3.576
C 2.597 4.145 5.419
C 3.224 2.940 4.772
C 3.128 1.676 5.337
C 3.693 0.556 4.741
C 4.371 0.688 3.537
N 5.022 -0.378 2.871
C 5.163 -1.686 3.269
O 6.212 -2.286 3.093
N 4.089 -2.298 3.883
C 2.725 -2.301 3.474
C 1.862 -3.146 4.164
C 0.572 -3.317 3.702
C 0.175 -2.643 2.554
N 0.986 -1.796 1.926
C 2.217 -1.602 2.382
C 4.465 1.947 2.949
C 3.910 3.053 3.564
H 1.952 3.852 6.247
H 1.990 4.702 4.703
H 3.356 4.827 5.809
H 2.590 1.553 6.270
H 3.595 -0.410 5.213
H 5.829 -0.097 2.334
H 4.391 -3.197 4.229
H 2.218 -3.684 5.036
H -0.116 -3.984 4.204
H -0.810 -2.801 2.123
H 2.824 -0.901 1.822
H 4.954 2.053 1.988
H 3.983 4.019 3.076
N -1.891 0.789 4.901
C -0.498 0.625 4.444
C -0.169 1.715 3.443
N 1.029 1.399 2.679
H -2.830 0.137 3.570
H -2.045 1.742 5.219
H -2.095 0.181 5.684
H -0.413 -0.331 3.934
H 0.222 0.630 5.274
H -0.081 2.682 3.959
H -1.008 1.819 2.755
H 1.808 1.985 2.943
H 0.854 1.536 1.694
O -6.507 7.091 -0.683
C -5.275 7.172 -1.267
O -5.096 8.027 -2.098
C -4.262 6.193 -0.828
C -4.440 5.291 0.227
C -3.451 4.401 0.587
C -2.210 4.347 -0.090
S -0.987 3.214 0.334
C -2.049 5.267 -1.153
C -3.036 6.159 -1.504
H -6.521 6.334 -0.088
H -5.354 5.272 0.817
H -3.610 3.723 1.417
H -1.113 5.249 -1.697
H -2.885 6.852 -2.322
*
```

Orbital gap ... 0.2079 Eh
F_max ... 1.22 eV/A
Molar mass ... 923.0 g/mol
Energy relative to the best compared isomer or geometry (same formula, charge and spin) ... 0.000 eV

Entry 2:
ORCA calculation (wB97M-V/def2-TZVPD) on 2 unconnected molecules or ions with the total composition C6H16NO in a non-equilibrium geometry.

```
! RIJCOSX wB97M-V def2-TZVPD def2/J DEFGRID3
* xyz 1 1
C -0.733 -0.977 1.379
C 0.638 -0.698 0.801
C 0.773 0.698 0.124
C 2.226 0.781 -0.419
C 2.333 1.777 -1.526
C 2.734 1.599 -2.773
N -1.788 -1.001 0.310
H -0.847 -1.878 1.982
H -0.957 -0.197 2.111
H 0.955 -1.423 0.045
H 1.382 -0.850 1.585
H 0.607 1.430 0.912
H 0.099 0.876 -0.716
H 2.891 1.080 0.393
H 2.575 -0.196 -0.765
H 2.011 2.779 -1.230
H 3.060 2.252 -3.567
H 2.983 0.580 -3.089
H -1.540 -0.380 -0.441
H -2.686 -0.712 0.735
H -1.940 -1.959 0.019
H -4.668 -1.917 0.805
H -4.912 -0.852 2.012
O -4.265 -1.333 1.457
*
```

Orbital gap ... 0.3311 Eh
F_max ... 2.22 eV/A
Molar mass ... 118.2 g/mol
Energy relative to the best compared isomer or geometry (same formula, charge and spin) ... 1.285 eV

Entry 3:
ORCA calculation (wB97M-V/def2-TZVPD) on a molecular structure, C24H23CdCl2N4O3S.

```
! RIJCOSX wB97M-V def2-TZVPD def2/J DEFGRID3
* xyz 1 1
Cd -0.025 0.287 0.455
C -3.063 -2.789 0.370
C -2.414 -1.714 -0.448
O -1.214 -1.424 -0.292
N -3.153 -1.122 -1.387
C -2.647 -0.062 -2.244
C -2.871 1.311 -1.652
C -3.434 2.334 -2.395
C -3.615 3.572 -1.795
C -3.244 3.731 -0.473
C -2.683 2.650 0.191
N -2.479 1.465 -0.382
H -2.417 -3.045 1.203
H -3.217 -3.676 -0.247
H -4.033 -2.461 0.743
H -4.135 -1.348 -1.428
H -3.119 -0.147 -3.222
H -1.579 -0.239 -2.376
H -3.732 2.162 -3.421
H -4.052 4.391 -2.350
H -3.375 4.671 0.042
H -2.361 2.743 1.219
O 1.625 1.975 3.551
S 0.350 1.515 3.080
O 0.146 0.070 2.891
N -0.043 2.063 1.641
C 0.214 3.276 1.034
C 0.297 4.486 1.673
C 0.457 5.686 0.949
C 0.524 5.685 -0.412
C 0.470 4.454 -1.110
C 0.563 4.386 -2.519
C 0.550 3.178 -3.151
C 0.447 2.018 -2.366
N 0.334 2.040 -1.059
C 0.335 3.243 -0.401
C -0.876 2.065 4.219
C -2.146 1.500 4.177
C -3.120 1.969 5.041
C -2.822 2.989 5.937
C -1.548 3.534 5.979
C -0.562 3.072 5.119
H 0.227 4.519 2.752
H 0.516 6.619 1.493
H 0.632 6.605 -0.969
H 0.656 5.305 -3.083
H 0.633 3.095 -4.225
H 0.475 1.039 -2.834
H -2.352 0.688 3.491
H -4.110 1.533 5.026
H -3.584 3.350 6.613
H -1.316 4.315 6.690
H 0.444 3.466 5.150
Cl 3.089 0.763 0.757
C 3.359 -0.736 -0.116
Cl 1.815 -1.605 -0.400
H 3.986 -1.390 0.480
H 3.792 -0.523 -1.086
*
```

Orbital gap ... 0.2866 Eh
F_max ... 0.72 eV/A
Molar mass ... 630.9 g/mol

no.,lowest unoccupied orbital energy (eV)
1,1.8
2,-3.3
3,-2.8